The following is a DFT calculation (ωB97M-V with the def2-TZVPD basis set) of 2 unconnected molecules or ions with the total composition C4H8NO2.

Bonds (Å) are listed after each position.
Geometry (Å):
1 C 0.66 -0.86 -2.00  C2 1.490, H4 1.130, H5 1.083, H6 1.097
2 C -0.69 -1.06 -1.42  C1 1.490, C3 1.371, H7 1.105
3 C -1.76 -0.29 -1.81  C2 1.371, H8 1.061, H9 1.071
4 H 1.10 -1.88 -2.20  C1 1.130
5 H 0.62 -0.40 -2.98  C1 1.083
6 H 1.32 -0.30 -1.32  C1 1.097
7 H -0.79 -1.67 -0.50  C2 1.105
8 H -2.64 -0.36 -1.21  C3 1.061
9 H -1.64 0.42 -2.60  C3 1.071
10 N -0.01 1.63 1.87  C11 1.448, H14 1.004, H15 0.998
11 C 0.44 0.39 1.26  N10 1.448, O12 1.282, O13 1.255
12 O 1.42 0.59 0.46  C11 1.282
13 O -0.18 -0.62 1.66  C11 1.255
14 H 0.70 2.34 1.85  N10 1.004
15 H -0.48 1.60 2.75  N10 0.998

Computed properties:
* largest force on an atom: 3.3 eV Å⁻¹
* highest occupied orbital energy: -4.34 eV
* DFT total energy: -9863.86167 eV
* charge: -1
* energy above the lowest of the compared OMol25 structures with the same formula, charge and spin: 89.25 kJ/mol
* E_LUMO: 0.161 Ha